The following is a DFT calculation (ωB97M-V/def2-TZVPD) of 3 unconnected molecules or ions with the total composition CH4O3 in a non-equilibrium geometry.

SMILES: [H][H].O=C=O.O
ΔE to the lowest compared entry with this formula, charge and spin: 0.584 eV
net charge: 0
electronic energy: -7244.067 eV
spin multiplicity: 1
HOMO level: -0.4204 Eh

```
8
CH4O3 (ωB97M-V/def2-TZVPD)
H -2.6742 1.4608 -0.4442
C 1.4527 -2.2975 0.5949
H -0.9119 -1.2047 1.2810
H -2.3900 -0.6154 0.9503
O 2.3928 -2.1585 -0.0664
O -1.4334 -0.5703 0.8300
H -3.1212 2.0769 -0.3965
O 0.6265 -2.3490 1.4095
```